# 1
C34H56BN12V as an isolated structure, computed with the ωB97M-V functional and the def2-TZVPD basis.

The geometry in ORCA input format:
```
! wB97M-V def2-TZVPD RIJCOSX def2/J DEFGRID3
* xyz 1 2
V 0.19 0.16 0.49
C 0.20 -2.09 -3.72
C -1.29 -1.86 -3.95
C -1.60 -0.57 -4.71
C -2.06 -1.92 -2.66
C -3.32 -2.51 -2.46
C -3.59 -2.31 -1.13
N -2.56 -1.62 -0.60
N -1.61 -1.37 -1.53
B -2.24 -1.36 0.85
N -0.91 -2.17 1.18
C -1.00 -3.47 1.50
C 0.22 -4.06 1.32
C 1.06 -3.03 0.87
N 0.37 -1.90 0.79
C 2.51 -3.11 0.50
C 3.08 -1.75 0.14
C 2.72 -4.11 -0.64
N -2.33 0.20 1.13
C -3.46 0.72 1.62
C -3.56 2.04 1.23
C -2.42 2.27 0.45
N -1.67 1.17 0.41
C -2.13 3.52 -0.33
C -2.44 3.31 -1.82
C -0.73 4.07 -0.14
H 0.77 -1.82 -4.61
H 0.40 -3.14 -3.51
H 0.56 -1.51 -2.87
H -1.67 -2.69 -4.56
H -1.45 0.31 -4.08
H -2.65 -0.55 -5.03
H -0.98 -0.48 -5.60
H -3.92 -3.02 -3.19
H -4.42 -2.60 -0.51
H -3.06 -1.84 1.58
H -1.95 -3.88 1.80
H 0.49 -5.09 1.49
H 3.04 -3.48 1.39
H 2.57 -1.34 -0.74
H 4.14 -1.82 -0.09
H 2.95 -1.03 0.96
H 2.17 -3.78 -1.52
H 2.36 -5.11 -0.37
H 3.77 -4.19 -0.90
H -4.14 0.09 2.17
H -4.36 2.73 1.43
H -2.85 4.25 0.04
H -1.60 2.84 -2.33
H -2.62 4.26 -2.30
H -3.32 2.68 -1.97
H 0.02 3.31 -0.38
H -0.54 4.42 0.88
H -0.57 4.91 -0.81
C 3.05 0.47 -3.31
N 2.18 1.09 -2.32
C 0.86 1.45 -2.78
C 2.62 1.42 -1.08
N 1.76 1.51 -0.07
C 2.17 2.29 1.04
C 2.92 3.46 0.92
C 3.46 4.08 2.03
C 3.27 3.52 3.28
C 2.44 2.41 3.42
C 1.78 1.87 2.32
N 0.85 0.83 2.40
C 0.09 0.72 3.49
N -0.44 1.77 4.16
C -0.64 1.76 5.59
C -0.66 3.05 3.51
N -0.24 -0.52 3.92
C -1.48 -0.80 4.62
C 0.73 -1.60 3.91
N 3.96 1.61 -0.94
C 4.73 2.33 -1.93
C 4.71 1.25 0.25
H 2.50 -0.34 -3.79
H 3.93 0.05 -2.82
H 3.37 1.17 -4.08
H 0.53 0.73 -3.52
H 0.87 2.45 -3.23
H 0.14 1.44 -1.96
H 3.11 3.86 -0.07
H 4.05 4.98 1.91
H 3.75 3.95 4.16
H 2.25 2.00 4.40
H -0.27 0.82 6.01
H -1.69 1.88 5.86
H -0.07 2.58 6.03
H -0.59 2.92 2.44
H 0.09 3.79 3.83
H -1.65 3.41 3.76
H -2.16 0.04 4.51
H -1.32 -1.00 5.68
H -1.94 -1.68 4.16
H 1.12 -1.76 4.92
H 1.55 -1.35 3.24
H 0.26 -2.52 3.56
H 4.08 2.73 -2.71
H 5.50 1.70 -2.40
H 5.23 3.17 -1.45
H 5.46 0.50 0.00
H 4.05 0.86 1.02
H 5.21 2.13 0.66
*
```

Orbital gap (alpha / beta): 7.824 / 7.313 eV
HOMO energy (alpha / beta): -9.40 / -8.87 eV
E_LUMO (alpha / beta): -1.58 / -1.55 eV
Electronic energy: -80409.751 eV
Molar mass: 694.7 g mol⁻¹

---

# 2
A 2-piece molecular cluster, C34H56F3N6O8P2S overall, computed with the ωB97M-V functional and the def2-TZVPD basis.

The geometry in ORCA input format:
```
! wB97M-V def2-TZVPD RIJCOSX def2/J DEFGRID3
* xyz 1 1
C 4.09 0.64 4.13
C 3.00 1.74 3.71
N 3.53 2.95 3.54
C 1.44 1.61 3.59
N 0.76 1.00 2.40
C 0.13 -0.36 2.63
C 1.12 -1.53 3.06
C 0.64 -2.53 4.22
C 1.98 -2.93 5.08
N 2.65 -4.05 4.36
C 4.00 -3.69 3.84
C 4.35 -4.47 2.46
C 3.19 -4.76 1.49
C 3.34 -5.47 0.12
C 4.76 -5.91 -0.31
C 5.95 -5.66 0.67
C 5.77 -4.95 2.06
O 6.89 -4.75 2.92
C -1.06 -0.75 1.58
C -2.36 0.16 1.85
C -3.73 -0.51 2.26
C -4.95 -0.27 1.21
F -5.80 -1.43 1.30
F -4.55 -0.20 -0.14
F -5.69 0.91 1.52
P -1.37 -2.60 1.37
O -1.98 -3.42 2.73
O -0.04 -3.47 0.68
S -2.75 -2.85 -0.02
C -0.58 -0.34 0.05
C 0.10 1.11 0.02
P 0.51 1.73 -1.76
N -0.60 3.02 -2.23
O 0.05 0.41 -2.77
C 1.37 1.23 1.03
C 2.52 0.20 0.68
C 3.37 0.33 -0.64
O 3.08 -0.13 -1.78
O 4.69 0.91 -0.56
C 1.78 2.80 0.87
C 0.68 3.89 1.18
C 1.01 5.42 1.10
C 2.48 5.74 0.69
C 3.42 4.52 0.44
N 3.10 3.15 0.52
H 4.63 0.15 3.26
H 3.57 -0.11 4.82
H 4.85 1.19 4.82
H 2.80 3.64 3.31
H 1.00 2.66 3.81
H 1.09 0.99 4.52
H -0.11 1.60 2.32
H -0.49 -0.18 3.60
H 1.53 -2.18 2.20
H 2.08 -1.04 3.47
H -0.19 -2.14 4.90
H 0.38 -3.53 3.70
H 1.57 -3.37 6.06
H 2.65 -2.03 5.30
H 2.81 -4.86 4.97
H 4.09 -2.57 3.57
H 4.85 -4.00 4.57
H 2.15 -4.44 1.81
H 2.40 -5.62 -0.51
H 4.86 -6.42 -1.33
H 6.97 -6.04 0.30
H 7.07 -5.66 3.29
H -2.09 0.92 2.69
H -2.57 0.83 0.93
H -4.11 0.01 3.22
H -3.76 -1.61 2.50
H -2.17 -2.79 3.47
H -0.13 -4.40 1.00
H 0.09 -1.14 -0.42
H -1.55 -0.30 -0.59
H -0.77 1.83 0.32
H -0.01 3.80 -2.55
H -1.08 2.70 -3.10
H 0.76 -0.25 -2.84
H 2.03 -0.84 0.59
H 3.28 0.06 1.55
H 4.75 1.68 -1.17
H -0.37 3.54 1.47
H 0.24 6.23 1.34
H 2.86 6.82 0.58
H 4.50 4.79 0.15
C -5.10 3.37 -8.31
O -5.99 2.99 -7.27
C -6.33 1.60 -7.29
C -5.68 0.85 -6.13
N -4.23 0.74 -6.31
C -3.51 0.30 -5.11
C -3.60 1.18 -3.86
O -2.94 2.44 -3.98
C -3.70 3.45 -4.63
H -5.07 4.46 -8.34
H -4.09 3.01 -8.11
H -5.45 3.01 -9.28
H -6.10 1.13 -8.25
H -7.42 1.55 -7.15
H -6.11 -0.15 -6.06
H -5.92 1.40 -5.21
H -3.86 1.65 -6.58
H -2.46 0.22 -5.39
H -3.84 -0.71 -4.86
H -3.07 0.65 -3.06
H -4.62 1.31 -3.50
H -4.77 3.36 -4.42
H -3.52 3.43 -5.70
H -3.36 4.42 -4.26
*
```

Orbital gap: 7.085 eV
HOMO energy: -10.12 eV
E_LUMO: -3.03 eV
Electronic energy: -99034.447 eV
Molar mass: 827.9 g mol⁻¹

---

# 3
C34H56N2O4P3Pb as an isolated structure, computed with the ωB97M-V functional and the def2-TZVPD basis.

The geometry in ORCA input format:
```
! wB97M-V def2-TZVPD RIJCOSX def2/J DEFGRID3
* xyz 1 1
C -1.39 -1.27 -1.99
C 0.90 -1.73 -1.86
C -1.61 -2.24 -2.97
C 0.69 -2.85 -2.73
C -0.55 -3.09 -3.30
H -2.58 -2.28 -3.45
H 1.56 -3.44 -2.99
H -0.69 -3.90 -4.00
N -0.22 -1.10 -1.36
P -2.88 0.18 0.03
P 3.18 -0.29 -0.64
C -2.51 -0.23 -1.74
H -2.18 0.69 -2.24
H -3.42 -0.56 -2.27
C 0.39 2.79 1.98
O 1.10 3.63 2.27
C 2.26 -1.31 -1.70
H 2.93 -2.04 -2.18
C 4.60 0.39 -1.73
C 3.71 -1.19 0.99
C -3.74 1.86 -0.06
C -3.98 -1.26 0.57
C 4.58 1.92 -1.50
H 4.73 2.18 -0.44
H 5.39 2.38 -2.07
H 3.63 2.37 -1.83
C 6.00 -0.16 -1.39
H 6.30 0.04 -0.35
H 6.07 -1.24 -1.59
H 6.73 0.35 -2.03
C 4.35 0.07 -3.21
H 5.15 0.55 -3.79
H 4.36 -1.00 -3.40
H 3.40 0.48 -3.56
C 4.63 -0.27 1.82
H 4.09 0.63 2.16
H 4.96 -0.83 2.71
H 5.53 0.06 1.28
C 2.45 -1.48 1.82
H 2.02 -0.56 2.24
H 1.68 -2.02 1.24
H 2.71 -2.11 2.68
C 4.39 -2.52 0.64
H 5.36 -2.39 0.14
H 4.56 -3.08 1.57
H 3.74 -3.14 0.00
C -4.72 -0.89 1.86
H -5.30 -1.77 2.18
H -4.03 -0.62 2.68
H -5.46 -0.08 1.71
C -3.05 -2.46 0.85
H -2.44 -2.71 -0.03
H -2.38 -2.28 1.70
H -3.68 -3.33 1.09
C -4.98 -1.65 -0.52
H -5.67 -2.40 -0.09
H -5.60 -0.81 -0.86
H -4.49 -2.12 -1.38
C -2.89 2.83 -0.90
H -2.96 2.60 -1.97
H -3.29 3.85 -0.76
H -1.83 2.85 -0.60
C -3.90 2.43 1.37
H -2.93 2.62 1.85
H -4.43 3.39 1.29
H -4.49 1.78 2.02
C -5.12 1.71 -0.71
H -5.05 1.32 -1.74
H -5.81 1.09 -0.13
H -5.58 2.71 -0.78
Pb -0.35 0.41 1.03
N 1.29 1.29 -0.69
C 1.42 1.16 -1.89
C 1.11 1.76 -3.17
C 0.82 3.13 -3.15
C 1.13 1.06 -4.40
C 0.71 3.85 -4.34
H 0.71 3.64 -2.18
C 1.02 1.78 -5.59
H 1.24 -0.03 -4.40
C 0.84 3.17 -5.55
H 0.52 4.93 -4.31
H 1.06 1.26 -6.55
H 0.79 3.73 -6.49
C -2.54 -0.04 5.64
O -2.29 -0.43 4.27
P -0.80 -0.73 3.61
O 0.24 -0.17 4.76
C 0.41 1.23 5.09
O -0.61 -2.34 3.80
C -0.65 -3.03 5.06
H -3.56 -0.35 5.84
H -2.46 1.06 5.74
H -1.86 -0.54 6.35
H 1.34 1.59 4.64
H -0.42 1.87 4.74
H 0.49 1.30 6.18
H -0.14 -3.98 4.89
H -0.10 -2.48 5.84
H -1.69 -3.21 5.37
*
```

Orbital gap: 4.590 eV
HOMO energy: -7.84 eV
E_LUMO: -3.25 eV
Electronic energy: -80442.032 eV
ΔE to the lowest compared entry with this formula, charge and spin: 382.2 kJ/mol
Molar mass: 857.0 g mol⁻¹